{"formula": "C4H12O2S", "method": "ωB97M-V with the def2-TZVPD basis set", "elements": ["O", "C", "C", "C", "C", "S", "H", "H", "H", "H", "H", "H", "H", "H", "H", "H", "O", "H", "H"], "xyz": [[1.863, 0.209, -1.451], [2.323, -0.495, -0.259], [1.289, -0.081, 0.757], [-0.120, -0.651, 0.302], [-0.962, -0.941, 1.561], [-2.821, -1.022, 1.157], [2.171, 1.023, -1.683], [3.377, -0.140, 0.001], [2.253, -1.524, -0.559], [1.504, -0.487, 1.755], [1.298, 1.059, 0.811], [-0.526, 0.295, -0.169], [-0.078, -1.389, -0.442], [-0.957, -0.140, 2.313], [-0.647, -1.864, 2.008], [-2.768, -1.798, 0.036], [-2.195, 2.388, -1.895], [-2.367, 3.282, -1.488], [-2.638, 2.278, -2.756]], "mulliken_charge": [-0.51, -0.46, -0.52, -0.47, -0.77, -0.25, 0.27, 0.27, 0.29, 0.34, 0.25, 0.10, 0.59, 0.34, 0.42, 0.11, -0.62, 0.32, 0.31], "homo_lumo_gap_ev": 9.511, "smiles": "OCCCCS.O", "molar_mass_g_mol": 124.205, "homo_energy_ha": -0.3207, "spin_multiplicity": 1, "de_lowest_ev": 1.2090, "charge": 0}